DFT (wB97M-V/def2-TZVPD) results for an isolated molecule of C16H26N2O2 at a distorted geometry.

```
46
Properties=species:S:1:pos:R:3
O -2.51854 -2.76586 2.22873
O -0.22894 -2.19723 -1.29418
C -1.37600 -2.56925 1.84400
C 0.54511 -1.52786 -0.62107
N -0.84636 -1.34096 1.51084
N 1.56363 -0.84709 -1.26549
C -0.38629 -3.63905 1.60134
C 0.49921 -1.46981 0.93200
C 0.93592 -2.80968 1.53589
C -2.60183 2.49536 2.04715
C -1.58064 2.01465 3.14244
C -2.16993 2.17126 0.62800
C 2.81792 1.37671 -3.57818
C 1.49035 1.78377 -2.98771
C -1.26442 0.52553 3.04162
C -1.31101 0.88541 0.50534
C 2.98218 -0.12992 -3.20764
C 0.64264 0.50116 -3.06160
C -1.59516 -0.08827 1.67111
C 1.58614 -0.61034 -2.71580
H 2.10057 -0.23775 -0.66992
H -0.31768 -4.39737 2.41046
H -0.63373 -4.13372 0.65883
H 1.14052 -0.63764 1.30687
H 1.69293 -3.28233 0.88054
H 1.32697 -2.66610 2.54572
H -3.56302 1.96435 2.25491
H -2.78726 3.58756 2.16971
H -0.66647 2.61046 3.03070
H -1.96994 2.19550 4.13608
H -3.05366 2.03317 0.02079
H -1.66225 3.03501 0.26634
H 3.64597 2.00027 -3.16815
H 2.87314 1.53085 -4.64942
H 1.06304 2.61011 -3.60694
H 1.61961 2.16743 -1.97869
H -0.20385 0.36459 3.28245
H -1.81881 -0.02359 3.81934
H -1.49561 0.39105 -0.42827
H -0.24183 1.18479 0.47617
H 3.30519 -0.65318 -4.12596
H 3.73786 -0.34177 -2.47857
H 0.35999 0.31329 -4.11955
H -0.24379 0.50615 -2.43266
H -2.69887 -0.34079 1.67860
H 1.30700 -1.53889 -3.23618
```

Calculated values
SMILES string: O=C(NC1CCCC1)[C@@H]1CCC(=O)N1C1CCCCC1
LUMO in eV: 0.5261
E_HOMO in eV: -9.02
Total charge: 0
Energy relative to the best compared isomer or geometry (same formula, charge and spin) in kcal/mol: 4.47
Total energy in eV: -24090.2420
Orbital gap in eV: 9.54

Atomic partial charges in e from the Mulliken method, atoms 1 to 8: -0.70, -0.66, 0.50, -0.59, 0.35, -0.11, -0.48, 0.52



DFT (wB97M-V/def2-TZVPD) results for a structure of composition C16H26N4O2PtS5 at a distorted geometry.

```
54
Properties=species:S:1:pos:R:3
Pt -0.34624 -0.21143 -0.06537
S -2.48565 0.34521 -0.85037
S -3.76121 0.40425 0.61898
S -2.78257 0.28073 2.39299
S -0.89220 -0.14505 2.11145
C 3.02487 0.16483 4.67754
C 3.10560 -0.94533 3.63497
C 4.02334 -0.60591 2.46306
N 3.54986 0.53964 1.65633
C 2.60528 0.48505 0.75496
S 1.81088 -1.04163 0.40396
N 2.25522 1.55155 0.00365
C 2.63931 2.93513 0.06735
O 2.64742 3.53697 -0.96925
C 2.88692 3.52760 1.40078
C 2.08679 3.18082 2.49058
C 2.25633 3.83091 3.70137
C 3.23111 4.81332 3.83099
C 4.02845 5.15646 2.74716
C 3.84472 4.53154 1.52471
H 2.36343 -0.13347 5.49033
H 2.64285 1.09683 4.25734
H 4.00724 0.35925 5.11096
H 2.11420 -1.18563 3.24679
H 3.49470 -1.85125 4.10208
H 4.10356 -1.47173 1.80776
H 5.01612 -0.34708 2.82528
H 3.94916 1.44800 1.86351
H 1.82193 1.32338 -0.89027
H 1.30460 2.43788 2.37429
H 1.62113 3.57989 4.54058
H 3.35429 5.31980 4.77885
H 4.77813 5.92900 2.84952
H 4.44093 4.80718 0.66450
C -1.06140 -1.25216 -4.91394
N -0.36508 -0.98550 -3.65031
C -0.09417 -2.14813 -2.80296
C -0.03007 0.23314 -3.19101
O 0.43684 0.36011 -1.98793
N -0.14875 1.36720 -3.88828
C -0.00518 2.62695 -3.14442
C -0.26643 1.52812 -5.34007
H -1.61496 -2.18171 -4.81892
H -0.36150 -1.37250 -5.73945
H -1.76940 -0.46163 -5.14013
H -0.62912 -3.00848 -3.19037
H -0.41589 -1.97741 -1.77686
H 0.97144 -2.38018 -2.77146
H -0.52740 2.56650 -2.19193
H -0.42739 3.43214 -3.73880
H 1.03937 2.85824 -2.93295
H 0.08317 0.65938 -5.88035
H 0.34298 2.37816 -5.63952
H -1.29606 1.74472 -5.62675
```

Calculated values
LUMO in eV: -9.4266
E_HOMO in eV: -14.66
Total charge: +2
Energy relative to the best compared isomer or geometry (same formula, charge and spin) in kcal/mol: 0.00
Total energy in eV: -84479.3943
Orbital gap in eV: 5.23

Atomic partial charges in e from the Mulliken method, atoms 1 to 8: 0.71, -0.05, 0.22, 0.20, 0.05, -1.03, -0.02, -1.26



DFT (wB97M-V/def2-TZVPD) results for an isolated molecule of C16H26N4O2S.

```
49
Properties=species:S:1:pos:R:3
C -4.32100 -0.20901 -1.36646
C -3.43746 0.40327 -0.33534
C -3.47292 0.16188 1.00498
S -2.27188 1.07629 1.82827
C -1.80729 1.74952 0.28625
N -2.48851 1.30173 -0.71011
C -0.70964 2.75592 0.18054
N 0.36965 2.27642 -0.66742
C 1.49464 1.82302 -0.05624
O 1.61434 1.89119 1.15140
C 2.57898 1.23577 -0.95934
C 2.17112 -0.15524 -1.45384
N 2.18958 -1.14939 -0.40635
C 3.02895 -1.14427 0.66039
O 3.08467 -2.08742 1.42683
C 3.84888 0.10233 0.90592
C 3.92314 1.09933 -0.24274
H 4.23728 2.07052 0.14349
H 4.66443 0.77091 -0.97610
H 3.38006 0.58185 1.76889
H 4.84790 -0.21169 1.21273
C 1.31481 -2.28854 -0.59680
H 1.73077 -3.12696 -0.03478
H 1.29198 -2.54430 -1.65910
C -0.09343 -2.00424 -0.05749
N -0.92225 -3.19364 -0.11663
C -1.98331 -3.17699 0.86710
H -1.55070 -3.05561 1.85832
H -2.50938 -4.13043 0.83366
H -2.71134 -2.36863 0.69477
C -1.44589 -3.43289 -1.44276
H -0.62558 -3.54485 -2.14845
H -2.10220 -2.61729 -1.79213
H -2.01922 -4.35855 -1.43715
H -0.55131 -1.15685 -0.60306
H 0.01697 -1.70711 0.98748
H 2.86084 -0.45837 -2.25856
H 1.16024 -0.13536 -1.87001
H 2.71434 1.89620 -1.82134
C 0.07507 2.35539 -2.07850
H -0.86465 1.83332 -2.27415
H -0.05062 3.40496 -2.36295
H 0.85978 1.92408 -2.68878
H -0.29535 2.94947 1.17235
H -1.10474 3.68588 -0.24393
H -4.13519 -0.48099 1.54862
H -3.72352 -0.75755 -2.09380
H -4.86098 0.57068 -1.90072
H -5.03199 -0.88732 -0.90334
```

Calculated values
SMILES string: Cc1csc(CN(C)C(=O)[C@H]2CCC(=O)N(CCN(C)C)C2)n1
LUMO in eV: 0.6002
E_HOMO in eV: -8.44
Total charge: 0
Energy relative to the best compared isomer or geometry (same formula, charge and spin) in kcal/mol: 40.08
Total energy in eV: -37905.4143
Orbital gap in eV: 9.04

Atomic partial charges in e from the Mulliken method, atoms 1 to 8: -1.26, 0.22, -0.33, -0.21, 0.70, -0.48, -1.28, 0.10



DFT (wB97M-V/def2-TZVPD) results for an isolated molecule of C16H26N4O3S at a distorted geometry.

```
50
Properties=species:S:1:pos:R:3
C 0.48394 3.98013 4.06226
H -0.08738 3.05831 3.97104
C 1.95648 3.72921 3.76109
C 2.20171 3.11562 2.38092
C 1.81465 4.04116 1.21797
C 0.47293 3.69442 0.56920
C 0.55598 2.43843 -0.29733
C 1.25941 2.70100 -1.60900
O 1.63491 3.77617 -2.01184
N 1.45015 1.58357 -2.38339
N 1.04664 0.35347 -2.01557
C 1.22122 -0.64600 -2.80193
C 0.80253 -1.96831 -2.43586
C 0.19781 -2.23343 -1.21951
N -0.19674 -3.48837 -0.87158
C 0.00398 -4.55134 -1.71933
S -0.42660 -6.08973 -1.33748
N 0.59719 -4.28045 -2.91263
C 1.03154 -3.04332 -3.38232
O 1.54000 -2.94582 -4.47529
H 0.73969 -5.07350 -3.52950
C -0.86877 -3.71574 0.40006
C -2.38841 -3.77559 0.24173
C -2.98925 -2.47473 -0.28523
C -4.51019 -2.54888 -0.33066
H -4.83278 -3.36479 -0.97329
H -4.91372 -2.71797 0.66496
H -4.92646 -1.62194 -0.71720
H -2.61228 -2.27375 -1.29127
H -2.68211 -1.64700 0.35746
H -2.81163 -4.00011 1.22195
H -2.64678 -4.59775 -0.42758
H -0.58750 -2.90406 1.07056
H -0.50517 -4.66628 0.79687
O -0.02023 -1.28326 -0.32580
H 0.31428 -0.42539 -0.71744
H 1.69060 -0.55068 -3.78087
H 1.90364 1.71147 -3.28913
H 1.08875 1.64278 0.22644
H -0.44636 2.07071 -0.53147
H 0.16284 4.52649 -0.06510
H -0.28619 3.54749 1.33755
H 1.77648 5.06964 1.57983
H 2.58020 4.00759 0.44190
H 1.64692 2.17722 2.31416
H 3.26351 2.87002 2.30937
H 2.50591 4.67019 3.83706
H 2.36064 3.05170 4.51773
H 0.06774 4.71707 3.38049
H 0.36627 4.35433 5.07699
```

Calculated values
SMILES string: CCCCCCC(=O)N/N=C/c1c(O)n(CCCC)c(=S)[nH]c1=O
LUMO in eV: -0.1711
E_HOMO in eV: -8.42
Total charge: 0
Energy relative to the best compared isomer or geometry (same formula, charge and spin) in kcal/mol: 2.19
Total energy in eV: -39953.3846
Orbital gap in eV: 8.25

Atomic partial charges in e from the Mulliken method, atoms 1 to 8: -1.13, 0.28, -0.53, -0.50, -0.81, -0.86, -0.46, 0.30



DFT (wB97M-V/def2-TZVPD) results for an isolated molecule of C16H26N6O5S.

```
54
Properties=species:S:1:pos:R:3
C 0.82594 -2.80695 -3.36751
S 1.74689 -3.82229 -2.19460
C 0.41186 -4.84009 -1.51393
C -0.28270 -4.25854 -0.28151
O -1.34320 -4.72856 0.10391
N 0.35064 -3.26216 0.37043
C -0.26999 -2.60111 1.49861
C -1.28428 -1.56584 1.06043
O -0.60820 -0.58245 0.29933
C -1.48641 0.38885 -0.23385
C -0.67553 1.38890 -1.02907
N 0.29468 2.10791 -0.21194
C 1.65123 1.58735 -0.19102
C -0.15845 3.15866 0.50759
O -1.32752 3.50599 0.48977
C 0.86464 3.89145 1.37632
N 0.33409 5.11664 1.92225
C -0.79507 5.35463 2.61161
N -0.85644 6.62267 2.94476
C 0.28990 7.13220 2.41544
C 0.66535 8.57568 2.53725
N -0.26746 9.30160 3.19849
O 1.68988 9.03043 2.07676
N 1.04044 6.25488 1.78937
C -0.60281 -5.45666 -2.50972
C -0.42251 -6.81900 -1.81424
O -0.34630 -7.97531 -2.61023
C 0.86907 -6.29371 -1.15955
H 1.55050 -2.15309 -3.84959
H 0.35011 -3.42340 -4.12674
H 0.07776 -2.19559 -2.86304
H 1.14840 -2.84334 -0.08039
H -0.76559 -3.35133 2.11366
H 0.51259 -2.12390 2.08936
H -2.06338 -2.04544 0.45670
H -1.75982 -1.10942 1.93785
H -2.22541 -0.08701 -0.89204
H -2.02633 0.90266 0.56906
H -0.12322 0.87291 -1.81624
H -1.35183 2.10907 -1.48762
H 2.28789 2.16335 0.47213
H 1.64435 0.55188 0.14851
H 2.08395 1.62740 -1.19301
H 1.19464 3.23086 2.18197
H 1.74007 4.18446 0.80149
H -1.52888 4.59613 2.81977
H -1.10052 8.85661 3.54287
H -0.11491 10.28574 3.32429
H -1.59976 -5.02331 -2.52901
H -0.17943 -5.48919 -3.51519
H -1.20316 -6.99571 -1.08106
H 0.35814 -7.86068 -3.25683
H 1.74828 -6.56837 -1.74428
H 1.03779 -6.51648 -0.10782
```

Calculated values
SMILES string: CS[C@]1(C(=O)NCCOCCN(C)C(=O)Cn2cnc(C(N)=O)n2)C[C@H](O)C1
LUMO in eV: 0.2254
E_HOMO in eV: -9.13
Total charge: 0
Energy relative to the best compared isomer or geometry (same formula, charge and spin) in kcal/mol: 40.22
Total energy in eV: -47027.7019
Orbital gap in eV: 9.36

Atomic partial charges in e from the Mulliken method, atoms 1 to 8: -0.71, -0.16, 1.60, -0.14, -0.68, 0.01, -1.04, -0.63



DFT (wB97M-V/def2-TZVPD) results for an isolated molecule of C16H26O5.

```
47
Properties=species:S:1:pos:R:3
C 1.64277 0.16321 1.58097
H 2.41724 0.63460 0.97209
H 2.08390 -0.24309 2.48965
O 0.67854 1.10957 2.00039
C 0.31745 2.07933 1.04482
C -0.41914 1.53657 -0.18450
H 0.05677 0.61589 -0.51837
H -0.30063 2.28202 -0.97322
C -1.92195 1.30958 0.03609
O -2.56968 1.14376 -1.20697
H -2.09615 0.43934 -1.68067
H -2.34919 2.23518 0.44178
C -2.21225 0.16685 1.04863
C -3.33352 0.58866 2.00149
H -4.25355 0.75955 1.44782
H -3.06036 1.50091 2.52565
H -3.51745 -0.18944 2.73858
H -1.30772 0.00524 1.63917
C -2.60816 -1.18706 0.41641
C -1.49371 -1.86849 -0.40752
H -1.82738 -2.88960 -0.64281
O -1.23559 -1.18380 -1.61542
C -0.31633 -1.83909 -2.47314
C 1.10183 -1.74134 -1.96896
C 1.82592 -0.57064 -2.16390
C 3.10710 -0.44574 -1.65778
C 3.67772 -1.48983 -0.94878
C 2.96377 -2.65892 -0.75049
C 1.68118 -2.78370 -1.25695
H 1.12856 -3.70027 -1.10409
H 3.40513 -3.47679 -0.20042
H 4.67798 -1.39400 -0.55350
H 3.65897 0.46851 -1.81690
H 1.38174 0.24427 -2.71666
H -0.61065 -2.89084 -2.59554
H -0.41500 -1.32601 -3.43365
H -0.58332 -1.93472 0.20611
O -3.81323 -1.12496 -0.29581
H -3.77574 -0.32841 -0.85133
H -2.79857 -1.87967 1.24946
O 1.43207 2.78940 0.57834
C 2.05847 3.58521 1.56212
H 2.37742 2.98362 2.41822
H 2.92500 4.03608 1.08342
H 1.37837 4.36946 1.91366
H -0.34825 2.75203 1.61435
H 1.18962 -0.65245 1.00817
```

Calculated values
SMILES string: COC(C[C@@H](O)[C@@H](C)[C@@H](O)COCc1ccccc1)OC
LUMO in eV: 0.7679
E_HOMO in eV: -9.67
Total charge: 0
Energy relative to the best compared isomer or geometry (same formula, charge and spin) in kcal/mol: 30.13
Total energy in eV: -27250.4139
Orbital gap in eV: 10.44

Atomic partial charges in e from the Mulliken method, atoms 1 to 8: -0.44, 0.31, 0.39, -0.44, 0.05, 0.27, -0.97, 0.45